{
  "formula": "C25H28ClN6NiO3PS2",
  "method": "the ωB97M-V functional and the def2-TZVPD basis",
  "homo_energy_ev": [-3.4, -4.0],
  "molar_mass_g_mol": 649.79,
  "s_squared": 3.785,
  "multiplicity": 4,
  "total_charge": -1,
  "symbols": ["Ni", "C", "C", "C", "C", "C", "C", "C", "S", "O", "O", "O", "H", "H", "H", "H", "H", "H", "H", "S", "C", "Cl", "C", "H", "H", "C", "N", "C", "N", "C", "N", "C", "P", "C", "C", "H", "H", "H", "H", "H", "H", "H", "H", "H", "H", "H", "H", "N", "C", "C", "C", "C", "C", "C", "C", "N", "C", "C", "N", "C", "H", "H", "H", "H", "H", "H", "H"],
  "positions_angstrom": [[10.952, 15.419, 9.744], [7.128, 11.691, 5.610], [7.199, 13.200, 5.626], [8.060, 13.875, 4.732], [8.101, 15.262, 4.685], [7.257, 16.001, 5.495], [6.402, 15.351, 6.402], [6.455, 13.960, 6.537], [7.377, 17.766, 5.300], [8.894, 18.014, 5.674], [7.079, 18.093, 3.946], [6.545, 18.308, 6.369], [6.890, 11.273, 4.597], [6.267, 11.380, 6.220], [7.987, 11.182, 6.016], [8.718, 13.329, 4.057], [8.591, 15.860, 3.909], [5.819, 15.944, 7.047], [5.789, 13.477, 7.231], [9.458, 14.275, 11.147], [10.151, 13.716, 9.894], [12.794, 14.093, 10.417], [12.782, 15.628, 9.514], [13.361, 16.345, 10.077], [13.283, 15.465, 8.517], [9.498, 19.692, 7.327], [10.924, 19.598, 7.313], [11.488, 20.514, 8.349], [10.973, 20.237, 9.696], [9.506, 20.358, 9.544], [8.890, 19.447, 8.567], [8.885, 18.041, 9.019], [10.691, 17.512, 9.144], [11.304, 18.173, 7.465], [11.398, 18.950, 10.197], [9.030, 18.851, 6.476], [9.076, 20.482, 6.724], [11.181, 21.534, 8.142], [12.570, 20.447, 8.361], [9.224, 21.378, 9.244], [9.058, 20.102, 10.544], [8.285, 17.456, 8.330], [8.424, 17.988, 10.006], [10.850, 17.483, 6.710], [12.395, 18.018, 7.443], [12.476, 18.912, 10.254], [11.137, 18.832, 11.253], [14.887, 6.740, 5.125], [13.969, 7.470, 5.118], [12.870, 8.307, 5.333], [12.889, 9.709, 5.014], [12.160, 10.545, 5.809], [11.411, 10.088, 6.877], [11.306, 8.684, 7.124], [12.079, 7.824, 6.343], [10.620, 11.017, 7.690], [9.290, 10.737, 8.138], [8.999, 11.681, 9.043], [10.128, 12.614, 9.064], [11.098, 12.126, 8.223], [13.381, 10.045, 4.127], [12.197, 11.640, 5.693], [10.817, 8.266, 8.018], [11.943, 6.749, 6.552], [8.676, 9.890, 7.778], [8.037, 11.856, 9.509], [12.005, 12.567, 7.846]],
  "atomic_forces_ev_per_a": [[-0.84, 0.33, -0.06], [-1.46, -0.24, -0.51], [0.97, 0.25, -0.09], [-0.06, 0.01, 0.17], [-0.70, 0.09, -0.57], [-0.42, -0.69, 0.29], [1.73, -0.12, -0.52], [-0.19, 0.41, -1.31], [2.33, 0.24, 3.25], [-3.89, -3.40, -4.07], [-0.22, 0.21, -0.96], [0.16, -0.08, -0.91], [0.48, 0.51, 0.68], [0.22, 0.02, 0.02], [0.49, 0.03, -0.07], [-0.29, -0.15, 0.09], [0.46, -0.67, 0.32], [-0.75, 0.60, 0.64], [-0.08, -0.19, 0.22], [-2.98, 0.76, 3.95], [2.06, -1.81, -5.94], [2.04, -1.16, 0.93], [2.39, 0.02, -1.55], [0.22, 0.19, 0.21], [-0.49, 0.10, 0.94], [-1.42, -1.43, -2.62], [1.21, 0.25, 0.20], [0.00, -1.42, -0.19], [-0.41, 0.73, -0.66], [-1.24, -1.44, 1.63], [-0.39, 1.30, 2.07], [1.21, 1.57, -0.14], [-1.34, 1.10, -0.46], [-0.03, -0.38, 0.83], [-0.85, -0.75, 0.07], [1.50, 2.26, 2.88], [0.20, 1.19, 0.56], [0.01, 0.05, -0.47], [0.38, -0.02, -0.02], [0.36, -0.21, 0.18], [0.31, 0.52, -0.58], [0.22, -0.29, -0.19], [0.02, -0.09, 0.11], [0.28, 1.09, 0.36], [-0.19, 0.21, 0.01], [0.53, -0.14, -0.55], [-0.55, -0.03, -0.10], [-1.83, 1.51, -0.25], [2.97, -2.44, -1.02], [0.36, 1.65, -0.03], [-0.47, -1.76, 0.51], [0.23, 1.76, 0.00], [-2.25, -0.71, 1.72], [0.45, 0.84, 0.06], [-2.26, -0.15, 1.34], [-0.54, -4.61, -2.70], [1.11, -0.26, 0.27], [0.89, 0.42, -0.70], [-2.52, 0.50, 2.42], [0.46, 1.65, 0.63], [0.58, 0.26, -0.09], [-0.09, -0.61, -0.39], [-0.08, 0.50, -0.64], [0.75, 0.62, -0.16], [0.83, 0.74, 0.23], [0.52, 0.31, 0.18], [-0.12, 0.42, 0.54]]
}



{
  "formula": "C25H28CrN4SSi2",
  "method": "the ωB97M-V functional and the def2-TZVPD basis",
  "homo_energy_ev": [-4.1, -3.8],
  "molar_mass_g_mol": 524.76,
  "s_squared": 3.836,
  "multiplicity": 4,
  "relative_energy_kj_mol": 43.5,
  "total_charge": -1,
  "symbols": ["Cr", "N", "C", "S", "N", "N", "C", "C", "C", "C", "C", "C", "N", "H", "H", "H", "H", "H", "H", "H", "C", "Si", "C", "C", "C", "C", "C", "C", "C", "Si", "C", "C", "H", "H", "H", "H", "H", "H", "H", "H", "H", "H", "H", "H", "H", "H", "H", "H", "C", "C", "C", "C", "C", "C", "C", "C", "H", "H", "H", "H", "H"],
  "positions_angstrom": [[9.219, 9.137, 11.402], [13.098, 7.314, 10.412], [11.810, 7.713, 10.780], [11.188, 9.124, 10.000], [11.157, 6.923, 11.626], [9.985, 7.394, 12.078], [9.296, 6.641, 12.900], [7.981, 7.118, 13.226], [7.024, 6.309, 13.819], [5.765, 6.840, 13.983], [5.533, 8.172, 13.636], [6.494, 8.876, 13.029], [7.720, 8.400, 12.742], [13.764, 8.042, 10.298], [13.452, 6.408, 10.728], [9.701, 5.691, 13.196], [7.291, 5.291, 14.160], [4.962, 6.173, 14.359], [4.617, 8.663, 13.904], [6.309, 9.881, 12.758], [8.118, 11.290, 8.444], [7.742, 10.643, 10.191], [7.212, 12.211, 11.097], [6.114, 9.713, 9.912], [4.824, 10.339, 9.883], [3.654, 9.595, 9.953], [3.723, 8.198, 9.852], [4.950, 7.610, 9.786], [6.169, 8.301, 9.905], [7.870, 7.626, 9.882], [7.663, 5.833, 10.492], [8.195, 7.257, 8.035], [7.218, 11.729, 8.054], [8.482, 10.586, 7.701], [8.830, 12.103, 8.395], [6.613, 12.850, 10.379], [8.143, 12.766, 11.368], [6.590, 12.036, 11.965], [4.778, 11.436, 9.940], [2.747, 10.152, 10.031], [2.812, 7.619, 9.822], [4.930, 6.509, 9.704], [6.976, 5.339, 9.777], [7.215, 5.810, 11.426], [8.609, 5.278, 10.444], [7.374, 6.692, 7.647], [9.126, 6.668, 7.934], [8.295, 8.193, 7.446], [9.620, 10.569, 12.761], [10.234, 11.387, 13.423], [11.143, 12.453, 13.735], [12.084, 12.884, 12.770], [12.924, 13.951, 13.046], [12.788, 14.648, 14.241], [11.902, 14.216, 15.187], [11.038, 13.158, 14.949], [12.106, 12.338, 11.850], [13.650, 14.321, 12.281], [13.399, 15.535, 14.431], [11.843, 14.817, 16.112], [10.263, 12.865, 15.641]],
  "atomic_forces_ev_per_a": [[-0.74, -0.27, 0.43], [-0.96, -0.93, 0.28], [0.02, -0.38, 0.12], [-0.01, -0.11, 0.59], [1.38, -0.18, -0.03], [-0.37, -0.34, -0.28], [0.51, 0.80, -0.62], [1.04, 1.48, -0.86], [-0.22, -0.19, 0.62], [-0.60, -0.93, 0.40], [-1.25, -1.30, 1.08], [1.85, 0.57, -0.67], [-0.42, -1.95, 0.50], [0.25, 0.36, -0.25], [-0.42, 0.77, 0.15], [-0.06, -0.37, 0.15], [-0.23, 0.70, -0.41], [0.52, 0.76, -0.08], [-0.39, 0.00, -0.20], [-0.02, 0.91, -0.38], [0.48, 0.13, -0.16], [-0.07, 0.01, -0.49], [0.24, 1.21, -1.06], [-1.49, -0.17, 0.24], [1.05, -0.20, 0.59], [0.93, 0.10, -0.49], [-0.67, 1.35, 0.12], [0.71, -1.64, 0.17], [-1.64, 1.28, -0.59], [0.94, -0.93, -0.20], [0.56, -0.18, -2.35], [1.25, 1.08, 0.18], [-0.75, 0.12, -0.25], [-0.08, -0.43, 0.10], [0.48, 0.34, 0.37], [0.57, -0.47, 0.72], [-0.80, -0.28, 0.04], [0.04, -0.01, 0.38], [-0.08, -0.48, -0.09], [-0.77, -0.03, 0.01], [-0.06, -0.17, 0.04], [0.33, 0.48, 0.04], [0.21, 0.15, 0.23], [-0.70, -0.42, 1.71], [-0.16, 0.08, 0.28], [-0.63, -0.45, -0.30], [-0.35, 0.28, -0.06], [0.01, -0.56, 0.24], [0.32, -0.11, -0.05], [0.57, 0.52, -0.37], [-0.44, 0.50, 0.45], [-0.14, -0.19, 0.89], [0.30, 0.50, -1.00], [1.07, 0.28, -0.47], [-0.83, 0.72, 1.26], [0.47, -0.28, -0.65], [0.17, -0.12, -0.43], [-0.70, -0.48, 0.69], [-0.13, -0.34, -0.04], [-0.16, -0.55, -0.41], [0.08, 0.00, 0.19]]
}



{
  "formula": "C25H28F3N3O3",
  "method": "the ωB97M-V functional and the def2-TZVPD basis",
  "homo_energy_ev": -8.2,
  "smiles": "COc1ccc([C@@H](/C=C/N2[C@H](Cc3ccccc3)C(=O)N(C)C2(C)C)NC(=O)C(F)(F)F)cc1",
  "molar_mass_g_mol": 475.51,
  "relative_energy_kj_mol": 0.0,
  "symbols": ["C", "O", "C", "C", "C", "C", "C", "C", "C", "N", "C", "C", "C", "C", "C", "C", "C", "C", "C", "O", "N", "C", "C", "C", "C", "N", "C", "O", "C", "F", "F", "F", "C", "C", "H", "H", "H", "H", "H", "H", "H", "H", "H", "H", "H", "H", "H", "H", "H", "H", "H", "H", "H", "H", "H", "H", "H", "H", "H", "H", "H", "H"],
  "positions_angstrom": [[-5.381, 5.452, -2.147], [-4.037, 5.601, -2.670], [-3.080, 4.730, -2.253], [-1.792, 4.897, -2.808], [-0.803, 3.963, -2.529], [-1.069, 2.840, -1.734], [0.058, 1.812, -1.502], [-0.134, 0.849, -0.350], [0.830, 0.074, 0.186], [0.647, -0.774, 1.255], [1.746, -1.585, 1.767], [2.325, -2.478, 0.666], [3.393, -3.416, 1.171], [3.226, -4.795, 1.024], [4.164, -5.674, 1.568], [5.299, -5.170, 2.219], [5.494, -3.785, 2.316], [4.543, -2.907, 1.782], [1.084, -2.382, 2.879], [1.627, -3.185, 3.630], [-0.234, -2.036, 2.914], [-1.142, -2.653, 3.854], [-0.628, -0.982, 1.986], [-1.100, 0.236, 2.803], [-1.731, -1.487, 1.050], [0.286, 1.119, -2.742], [0.472, 1.832, -3.949], [1.412, 2.530, -4.271], [-0.644, 1.558, -5.053], [-0.181, 0.597, -5.901], [-1.848, 1.138, -4.582], [-0.863, 2.694, -5.772], [-2.326, 2.718, -1.144], [-3.321, 3.675, -1.347], [-5.943, 6.239, -2.651], [-5.809, 4.469, -2.391], [-5.407, 5.609, -1.058], [-1.618, 5.739, -3.470], [0.204, 4.169, -2.893], [0.915, 2.445, -1.236], [-1.136, 0.876, 0.061], [1.882, 0.124, -0.164], [2.529, -0.935, 2.205], [1.494, -3.056, 0.223], [2.739, -1.821, -0.116], [2.338, -5.168, 0.508], [4.009, -6.752, 1.482], [6.026, -5.857, 2.660], [6.381, -3.384, 2.811], [4.677, -1.825, 1.852], [-0.618, -3.460, 4.375], [-1.502, -1.927, 4.595], [-2.015, -3.073, 3.339], [-0.381, 0.428, 3.613], [-1.195, 1.129, 2.178], [-2.077, 0.005, 3.251], [-1.417, -2.447, 0.615], [-2.648, -1.630, 1.633], [-1.920, -0.771, 0.248], [1.027, 0.405, -2.695], [-2.548, 1.893, -0.464], [-4.277, 3.569, -0.828]],
  "atomic_forces_ev_per_a": [[0.74, 0.13, -0.26], [-0.62, -0.07, 0.51], [0.11, -0.60, 0.15], [-0.69, -0.41, 0.29], [-0.20, 0.41, 0.27], [-0.02, -0.46, 0.54], [0.24, 1.39, 0.93], [-0.15, 0.35, -0.31], [-0.38, 0.57, 0.18], [-0.10, -0.02, 0.33], [-0.17, 0.46, -0.03], [0.10, -0.19, -0.14], [0.14, -0.07, -0.21], [0.23, 0.12, 0.36], [0.21, 0.22, -0.02], [-0.24, 0.14, -0.06], [-0.24, -0.02, -0.18], [0.06, -0.52, 0.10], [0.15, -0.45, 0.77], [-0.45, 0.72, -0.81], [0.52, -0.43, -0.03], [-0.39, 0.09, 0.10], [0.19, 0.01, -0.22], [0.19, -0.07, -0.05], [0.06, -0.19, 0.10], [0.62, -1.63, -1.37], [0.48, 0.72, -0.92], [-1.35, -1.19, 0.55], [-0.42, 0.42, -0.31], [-0.29, 0.66, 0.59], [1.27, 0.42, -0.23], [0.21, -1.07, 0.55], [0.09, 0.26, 0.05], [0.08, 0.31, -0.54], [-0.02, -0.16, 0.15], [0.22, 0.22, 0.02], [0.06, -0.03, -0.27], [0.03, -0.09, 0.13], [-0.25, -0.21, 0.03], [0.29, -0.05, -0.18], [0.47, -0.30, 0.00], [-0.83, -0.05, 0.11], [-0.18, -0.39, -0.10], [0.32, 0.27, 0.10], [-0.15, -0.27, 0.15], [0.26, 0.03, 0.22], [0.10, 0.33, 0.04], [-0.24, 0.25, -0.18], [-0.27, -0.18, -0.16], [0.05, -0.34, 0.05], [0.01, 0.24, -0.18], [0.11, -0.15, -0.10], [0.20, 0.06, 0.07], [-0.19, 0.06, -0.27], [0.00, -0.15, 0.17], [0.26, 0.16, -0.12], [-0.15, 0.28, 0.05], [0.08, -0.02, -0.23], [-0.10, -0.35, 0.18], [-0.42, 0.53, 0.24], [0.01, 0.28, -0.32], [0.33, 0.06, -0.32]]
}



{
  "formula": "C25H28F5O2PmS",
  "method": "the ωB97M-V functional and the def2-TZVPD basis",
  "homo_energy_ev": [-7.4, -7.4],
  "molar_mass_g_mol": 632.55,
  "s_squared": 6.007,
  "multiplicity": 5,
  "relative_energy_kj_mol": 70.0,
  "symbols": ["O", "C", "C", "H", "H", "C", "H", "H", "C", "H", "H", "H", "C", "H", "H", "H", "Pm", "C", "C", "C", "H", "C", "C", "H", "H", "H", "H", "C", "C", "C", "H", "C", "C", "H", "H", "H", "H", "O", "C", "C", "H", "H", "C", "H", "H", "C", "H", "H", "H", "H", "F", "C", "C", "F", "C", "F", "C", "S", "C", "F", "C", "F"],
  "positions_angstrom": [[-0.435, 1.626, -4.154], [0.565, 2.507, -4.758], [-0.451, 3.649, -4.881], [0.941, 2.021, -5.669], [1.412, 2.766, -4.112], [-1.438, 2.688, -4.108], [-0.694, 3.810, -5.944], [-0.172, 4.551, -4.308], [-2.684, 2.191, -4.818], [-2.449, 1.825, -5.825], [-3.439, 2.979, -4.904], [-3.160, 1.367, -4.252], [-1.825, 3.099, -2.681], [-0.986, 3.530, -2.109], [-2.211, 2.240, -2.109], [-2.630, 3.857, -2.718], [0.871, -1.578, -0.879], [1.485, 0.845, 0.268], [2.616, 0.108, -0.210], [2.983, 0.669, -1.475], [3.142, -0.694, 0.335], [2.188, 1.816, -1.700], [1.255, 1.925, -0.634], [0.541, 2.736, -0.502], [0.898, 0.646, 1.176], [3.782, 0.311, -2.124], [2.316, 2.555, -2.474], [-1.326, -1.056, 0.384], [-1.507, 0.037, -0.527], [-2.027, -0.474, -1.744], [-1.362, 1.095, -0.313], [-2.189, -1.871, -1.599], [-1.747, -2.253, -0.298], [-1.877, -3.240, 0.160], [-1.021, -1.017, 1.438], [-2.382, 0.116, -2.595], [-2.680, -2.531, -2.314], [1.045, -1.799, -3.018], [0.172, -1.463, -4.225], [0.676, -2.353, -5.358], [0.254, -0.382, -4.393], [-0.839, -1.702, -3.883], [1.450, -3.491, -4.716], [1.315, -1.762, -6.025], [-0.159, -2.702, -5.959], [1.726, -3.112, -3.238], [2.374, -3.731, -5.240], [0.843, -4.401, -4.709], [2.790, -3.036, -2.932], [1.226, -3.844, -2.578], [-0.469, -4.166, 5.228], [0.131, -3.950, 4.044], [0.805, -2.746, 3.821], [0.823, -1.790, 4.773], [1.521, -2.576, 2.651], [2.306, -1.464, 2.522], [1.526, -3.562, 1.642], [2.510, -3.480, 0.225], [0.729, -4.705, 1.854], [0.579, -5.599, 0.852], [0.121, -4.951, 3.068], [-0.396, -6.171, 3.324]],
  "atomic_forces_ev_per_a": [[0.60, 0.53, 0.35], [-0.32, -0.33, 0.26], [-0.29, -0.56, 0.05], [-0.07, 0.41, 0.04], [-0.31, -0.44, -0.03], [0.02, 0.03, -0.09], [-0.24, 0.43, 0.61], [-0.27, -0.27, -0.62], [-0.26, -0.08, -0.30], [-0.02, 0.07, 0.20], [0.13, 0.01, -0.01], [0.34, 0.32, -0.21], [0.23, 0.30, 0.17], [-0.23, -0.21, -0.34], [0.16, 0.26, -0.34], [0.36, -0.28, -0.05], [-1.04, 1.43, 1.57], [0.03, 0.47, -0.03], [0.20, 0.17, -0.12], [0.08, -0.05, 0.33], [-0.26, 0.54, -0.38], [-0.49, -0.42, 1.00], [0.67, -0.67, -0.17], [0.07, -0.35, -0.04], [0.56, 0.24, -0.26], [-0.13, 0.17, 0.30], [0.03, -0.19, -0.07], [-0.56, -0.20, -0.31], [-0.20, -0.45, 0.13], [0.08, -0.08, 0.54], [0.16, -0.47, -0.02], [0.38, -0.29, 0.54], [-0.25, 0.39, 0.02], [0.20, 0.41, -0.24], [-0.18, 0.13, -0.49], [0.45, -0.29, 0.35], [0.29, 0.12, 0.14], [0.26, -0.88, -3.35], [0.36, -0.32, 0.89], [0.25, 0.97, -0.02], [0.02, -0.43, 0.22], [0.16, 0.05, -0.22], [0.14, -0.62, 0.69], [-0.03, -0.15, 0.17], [-0.07, -0.11, 0.02], [-0.62, 0.21, -0.24], [-0.03, 0.12, 0.00], [0.11, 0.07, -0.06], [-0.62, 0.20, -0.36], [0.31, 0.23, -0.12], [0.21, 0.10, -0.49], [-0.04, -0.07, 0.29], [-0.10, -0.03, 0.42], [-0.07, -0.60, -0.46], [0.60, -0.06, -0.45], [-0.83, -0.91, 0.06], [-0.77, 0.09, 0.70], [0.43, 0.08, -0.78], [0.21, 0.30, -0.35], [0.23, 0.28, 0.74], [0.03, -0.17, 0.30], [-0.11, 0.83, -0.07]]
}